C12H8O2S in the gas phase at a distorted geometry. Source: OMol25; level of theory: the ωB97M-V functional and the def2-TZVPD basis.

Last column: Löwdin charge in e.
Atoms and positions in Å:
C1 -2.650 2.004 -1.337  -0.07
C2 -1.725 1.717 -2.294  -0.08
C3 2.352 -1.884 1.728  -0.18
C4 -2.510 1.340 -0.149  -0.01
C5 -0.700 0.825 -2.085  -0.01
C6 1.286 -0.992 2.055  -0.08
C7 2.408 -2.507 0.533  -0.38
C8 -1.380 0.591 0.156  -0.09
C9 -0.423 0.251 -0.844  -0.10
C10 0.348 -0.497 1.205  -0.04
C11 -1.044 0.130 1.551  -0.30
C12 0.871 -0.472 -0.400  -0.59
O1 -1.568 0.379 2.584  0.14
O2 1.944 0.402 -0.623  0.01
S1 1.322 -2.222 -0.870  1.00
H1 -3.536 2.561 -1.624  0.12
H2 -1.718 2.297 -3.181  0.10
H3 3.057 -2.070 2.541  0.11
H4 -3.273 1.607 0.525  0.11
H5 0.057 0.829 -2.771  0.09
H6 1.171 -0.986 3.218  0.15
H7 3.022 -3.321 0.305  0.04
H8 2.688 0.018 -0.222  0.06

Summary:
* maximum force: 0.0929 hartree/bohr
* E_tot: -1010.6550 Eh
* SMILES string: O=C1C2=CC=CS[C@@]2(O)c2ccccc21
* relative energy (zero: lowest compared OMol25 entry of this formula, charge and spin): 238.34 kJ/mol
* HOMO-LUMO gap: 8.233 eV